Density functional theory data (ωB97M-V/def2-TZVPD) for a 8-piece molecular cluster, C23H46N5O13 overall.

Results
total charge = -1
Kohn-Sham gap = 0.259 hartree
strongest force on any atom = 0.08142 hartree/bohr
energy above the lowest of the compared OMol25 structures with the same formula, charge and spin = 0.00 kcal per mole

Geometry (Å):
C: 15.62759 14.02865 12.54331
C: 16.65841 13.11101 11.94311
O: 17.21801 12.26705 12.65570
O: 16.95348 13.19391 10.74175
H: 15.42765 13.89769 13.60678
H: 14.71882 13.92395 11.95062
H: 15.94761 15.05886 12.38724
C: 11.89997 12.39930 12.89251
C: 10.72350 11.93361 13.79570
O: 10.45454 10.59773 13.31271
C: 11.14278 10.36356 12.15541
O: 11.07491 9.37937 11.43976
O: 11.95011 11.41815 11.90646
H: 12.88376 12.53817 13.34082
H: 11.68893 13.38494 12.47769
H: 9.87467 12.59396 13.61813
H: 10.94315 11.90330 14.86290
C: 14.31169 14.08193 9.07933
C: 15.14860 13.35169 8.10220
O: 14.93541 14.08516 6.90683
C: 14.02045 15.06872 7.10601
O: 13.60430 15.89712 6.29331
O: 13.63334 15.06712 8.35912
H: 14.88701 14.52004 9.89490
H: 13.55188 13.38455 9.43208
H: 14.72840 12.34995 8.01248
H: 16.21623 13.39570 8.31744
C: 18.29643 6.82920 11.55866
C: 18.42239 8.08316 12.29897
O: 18.65292 9.14660 11.72067
N: 18.57418 7.97427 13.63020
C: 18.81979 9.18582 14.45145
H: 18.21411 6.00463 12.26677
H: 19.13299 6.78952 10.86102
H: 17.35864 6.87056 11.00464
H: 18.49931 7.10355 14.13649
H: 18.83657 8.88561 15.49916
H: 18.05502 9.91909 14.19545
H: 19.80692 9.55696 14.17590
C: 15.03787 9.40091 13.70004
C: 14.57070 10.20342 14.85046
O: 13.66192 9.80456 15.59638
N: 14.93663 11.51525 14.79897
C: 14.44858 12.52263 15.77076
H: 15.62026 10.00111 13.00099
H: 14.15999 8.92815 13.25967
H: 15.59486 8.61824 14.21509
H: 15.60343 11.66022 14.05434
H: 15.29380 13.11255 16.12530
H: 13.95860 12.13399 16.66349
H: 13.76814 13.22037 15.28263
C: 22.20563 11.37039 16.72920
C: 20.90299 12.13550 16.72803
O: 20.41542 12.56640 17.78164
N: 20.28888 12.24020 15.57869
C: 19.01781 12.79884 15.27230
H: 23.10901 11.97518 16.80815
H: 22.25329 10.84017 15.77804
H: 22.22745 10.59683 17.49681
H: 20.74781 11.68325 14.87209
H: 19.01832 13.50008 14.43781
H: 18.66403 13.43328 16.08496
H: 18.30094 12.02987 14.98439
C: 13.92695 16.92016 13.56621
C: 13.16159 16.59997 12.29997
O: 13.68976 16.63586 11.20754
N: 11.92919 16.06636 12.36712
C: 11.07236 15.94802 11.19455
H: 13.43793 17.72508 14.11492
H: 14.92957 17.26839 13.31806
H: 14.02597 16.05073 14.21613
H: 11.60939 15.86779 13.30434
H: 11.52138 15.71189 10.22981
H: 10.55924 16.84894 10.85816
H: 10.38576 15.14759 11.47021
C: 19.07646 20.65139 9.67332
C: 18.73889 19.89403 10.93786
O: 19.68451 19.61040 11.72960
N: 17.49573 19.51953 11.01220
C: 17.00928 18.59152 12.03914
H: 18.33887 21.42025 9.44327
H: 19.20338 20.04324 8.77769
H: 20.03472 21.09034 9.95111
H: 16.85459 19.77816 10.27589
H: 16.40853 19.11997 12.77936
H: 17.83117 18.04156 12.49756
H: 16.38970 17.86173 11.51795